The following is a DFT calculation (the ωB97M-V functional and the def2-TZVPD basis) of a 2-piece molecular cluster, C3H9NO2 overall.

```
! wB97M-V def2-TZVPD RIJCOSX def2/J DEFGRID3
* xyz 0 1
C 2.55 -1.08 0.64
C 1.46 -0.37 -0.15
N 1.17 -1.04 -1.33
O 0.79 0.55 0.22
H 3.50 -1.13 0.10
H 2.28 -2.09 0.93
H 2.76 -0.49 1.52
H 0.43 -0.69 -1.90
H 1.77 -1.65 -1.82
C -2.92 1.63 0.36
O -2.63 0.19 0.25
H -4.00 1.57 0.38
H -2.48 1.97 1.29
H -2.55 2.11 -0.54
H -1.66 0.13 0.35
*
```

Highest occupied orbital energy: -9.9304 eV
Energy above the lowest of the compared OMol25 structures with the same formula, charge and spin: 96.30 kJ/mol
SMILES string: CC(N)=O.CO
E_LUMO: 0.78 eV

natural (NBO) population analysis, charges in e, atoms 1 to 6: number 1, C, carries -0.7253; number 2, C, carries 0.6895; number 3, N, carries -0.8350; number 4, O, carries -0.6145; number 5, H, carries 0.2260; number 6, H, carries 0.2382


The following is a DFT calculation (the ωB97M-V functional and the def2-TZVPD basis) of C4H4N2O in the gas phase.

```
! wB97M-V def2-TZVPD RIJCOSX def2/J DEFGRID3
* xyz 0 1
O -2.55 0.35 0.13
C -1.48 -0.48 0.00
C -0.16 -0.15 -0.05
C 0.50 1.11 -0.11
N 1.78 0.89 0.05
C 1.91 -0.51 0.06
N 0.76 -1.17 -0.07
H -3.41 -0.16 -0.22
H -1.57 -1.55 -0.18
H 0.10 2.08 -0.18
H 2.91 -0.97 0.29
*
```

Highest occupied orbital energy: -9.2187 eV
Energy above the lowest of the compared OMol25 structures with the same formula, charge and spin: 176.24 kJ/mol
SMILES string: O/C=C1\C=NC=N1
E_LUMO: -0.40 eV

natural (NBO) population analysis, charges in e, atoms 1 to 6: number 1, O, carries -0.6389; number 2, C, carries 0.2899; number 3, C, carries -0.0835; number 4, C, carries 0.0465; number 5, N, carries -0.4515; number 6, C, carries 0.1802


The following is a DFT calculation (the ωB97M-V functional and the def2-TZVPD basis) of a 12-piece molecular cluster, C15H27BCl22F5O2 overall.

```
! wB97M-V def2-TZVPD RIJCOSX def2/J DEFGRID3
* xyz -1 1
F -0.52 1.11 3.89
C -1.23 1.26 2.75
F -1.40 2.58 2.53
F -2.45 0.71 3.00
C -0.56 0.54 1.54
F -0.60 1.42 0.50
F -1.33 -0.51 1.15
C 0.89 0.15 1.76
C 1.67 -0.34 0.46
O 2.47 0.70 0.06
B 2.87 1.24 1.39
O 1.51 1.36 2.04
H 1.01 -0.62 2.53
H 1.08 -0.80 -0.33
H 2.34 -1.12 0.86
H 3.47 0.44 2.09
H 3.42 2.32 1.41
C -3.49 2.20 -0.88
Cl -4.72 3.33 -1.48
Cl -3.33 0.78 -1.93
H -2.53 2.70 -0.84
H -3.78 1.87 0.11
C -6.38 -0.81 -0.53
Cl -6.38 -2.56 -0.79
Cl -8.02 -0.17 -0.39
H -5.84 -0.60 0.38
H -5.89 -0.33 -1.37
C 0.27 5.36 3.69
Cl -0.32 5.67 2.05
Cl 1.80 6.18 4.00
H -0.47 5.72 4.39
H 0.43 4.29 3.80
C -7.30 -4.89 -3.57
Cl -7.36 -4.06 -5.13
Cl -6.17 -6.25 -3.60
H -6.98 -4.19 -2.82
H -8.29 -5.27 -3.35
C -3.09 4.42 -5.13
Cl -2.53 4.11 -6.79
Cl -2.91 3.00 -4.10
H -2.50 5.23 -4.72
H -4.13 4.69 -5.17
C 6.40 0.50 -0.61
Cl 6.54 -1.09 -1.39
Cl 5.74 0.34 1.00
H 7.38 0.95 -0.56
H 5.73 1.11 -1.21
C 5.11 -4.36 0.36
Cl 6.66 -4.02 1.15
Cl 3.90 -3.12 0.71
H 5.27 -4.39 -0.72
H 4.75 -5.31 0.71
C 5.28 1.32 5.34
Cl 3.96 2.45 5.02
Cl 5.19 -0.07 4.26
H 6.22 1.83 5.17
H 5.22 0.98 6.37
C 0.36 -5.17 1.95
Cl -0.31 -3.89 0.93
Cl 1.52 -4.53 3.12
H -0.45 -5.64 2.49
H 0.86 -5.90 1.32
C -3.52 7.75 -6.53
Cl -4.14 9.12 -7.46
Cl -4.67 7.20 -5.31
H -3.31 6.94 -7.21
H -2.61 8.07 -6.03
C 4.01 -8.51 0.65
Cl 5.57 -8.20 1.43
Cl 2.85 -7.22 0.99
H 4.16 -8.56 -0.42
H 3.61 -9.44 1.02
*
```

Highest occupied orbital energy: -4.8573 eV
E_LUMO: 1.82 eV

Mulliken population analysis, charges in e, atoms 1 to 6: number 1, F, carries -0.2711; number 2, C, carries 0.6628; number 3, F, carries -0.2005; number 4, F, carries -0.3084; number 5, C, carries 0.7981; number 6, F, carries -0.3471


The following is a DFT calculation (the ωB97M-V functional and the def2-TZVPD basis) of a 4-piece molecular cluster, C21H18O13 overall.

```
! wB97M-V def2-TZVPD RIJCOSX def2/J DEFGRID3
* xyz 0 1
O 4.80 33.67 2.32
C 4.20 32.75 2.90
C 4.48 32.41 4.22
C 3.60 31.40 5.00
O 3.84 30.95 6.27
C 2.41 30.89 4.36
O 1.51 30.38 4.93
C 2.28 31.16 2.89
C 3.19 32.10 2.21
O 3.02 32.55 0.90
H 5.35 32.79 4.61
H 4.62 31.41 6.61
H 1.27 30.85 2.25
H 3.78 33.28 0.94
O -0.61 20.46 4.82
C 0.23 21.18 4.43
C 0.36 22.53 4.95
C 1.34 23.66 4.34
O 1.40 24.90 4.90
C 2.20 23.13 3.25
O 3.03 23.90 2.80
C 2.05 21.76 2.75
C 1.00 20.82 3.29
O 0.86 19.65 2.74
H -0.18 22.60 5.73
H 0.85 24.95 5.56
H 2.81 21.60 1.86
H 0.26 19.25 3.17
O 4.01 26.22 5.16
C 4.52 27.14 4.55
C 5.71 27.75 4.99
C 6.33 29.01 4.26
O 7.10 29.93 4.96
C 5.72 29.45 3.00
O 6.23 30.37 2.38
C 4.56 28.82 2.58
C 4.02 27.58 3.29
O 2.86 26.94 2.79
H 6.11 27.41 5.89
H 6.95 30.83 4.49
H 4.38 28.82 1.53
H 2.71 26.35 3.42
C 9.98 31.76 3.56
C 8.87 32.73 3.53
C 8.84 33.92 2.55
O 7.87 32.57 4.12
H 10.97 32.07 4.07
H 10.12 31.47 2.38
H 9.71 30.91 4.04
H 7.82 33.66 2.03
H 9.69 33.77 2.06
H 8.76 34.88 3.19
*
```

Highest occupied orbital energy: -8.6621 eV
Energy above the lowest of the compared OMol25 structures with the same formula, charge and spin: 152.05 kJ/mol
SMILES string: O=C1C=C(O)C(=O)C=C1O.O=C1C=C(O)C(=O)C=C1O.O=C1C=C(O)C(=O)C=C1O.CC(C)=O
E_LUMO: -2.28 eV

natural (NBO) population analysis, charges in e, atoms 1 to 6: number 1, O, carries -0.5721; number 2, C, carries 0.4621; number 3, C, carries -0.4027; number 4, C, carries 0.3730; number 5, O, carries -0.6080; number 6, C, carries 0.4119


The following is a DFT calculation (the ωB97M-V functional and the def2-TZVPD basis) of a 2-piece molecular cluster, C6H2O4 overall.

```
! wB97M-V def2-TZVPD RIJCOSX def2/J DEFGRID3
* xyz 0 1
C 1.82 -0.66 -0.02
C 1.39 0.61 -0.01
C 0.65 -1.55 -0.03
C -0.46 -0.60 -0.01
C -1.73 -1.06 -0.10
C -2.38 3.22 0.71
O -2.66 -1.71 -0.01
O -2.06 3.17 -0.39
O 0.10 0.71 0.00
O 0.54 -2.75 -0.21
H 2.90 -0.88 0.31
H 1.89 1.49 -0.24
*
```

Highest occupied orbital energy: -9.2200 eV
Energy above the lowest of the compared OMol25 structures with the same formula, charge and spin: 48.96 kJ/mol
E_LUMO: -0.41 eV

natural (NBO) population analysis, charges in e, atoms 1 to 6: number 1, C, carries -0.4175; number 2, C, carries 0.2084; number 3, C, carries 0.4732; number 4, C, carries -0.1505; number 5, C, carries 0.7667; number 6, C, carries 0.5104


The following is a DFT calculation (the ωB97M-V functional and the def2-TZVPD basis) of C2H3NO3S as an isolated structure.

```
! wB97M-V def2-TZVPD RIJCOSX def2/J DEFGRID3
* xyz 0 1
C -1.03 0.78 -0.06
C 0.06 -0.80 0.07
N 0.01 1.53 -0.18
O -2.19 0.89 0.04
O 2.09 0.43 -1.20
O 1.93 0.55 1.25
S 1.31 0.38 -0.02
H -0.12 -1.16 1.04
H -0.38 -1.48 -0.63
H -0.12 2.51 -0.34
*
```

Highest occupied orbital energy: -10.3062 eV
Energy above the lowest of the compared OMol25 structures with the same formula, charge and spin: 199.55 kJ/mol
E_LUMO: 0.47 eV

natural (NBO) population analysis, charges in e, atoms 1 to 6: number 1, C, carries 0.7758; number 2, C, carries -0.8806; number 3, N, carries -0.8542; number 4, O, carries -0.5224; number 5, O, carries -0.8917; number 6, O, carries -0.8921